Entry from the Open Molecules 2025 dataset: a cluster of 2 separate species, CH7P3 in total (ωB97M-V/def2-TZVPD).

The calculation puts the energy relative to the best compared isomer or geometry (same formula, charge and spin) at 21.9 kcal per mole. For the HOMO energy, the calculation gives -9.10 eV. The lowest unoccupied orbital energy comes out at -0.02997 Eh. As for the spin multiplicity: 1. The gap between HOMO and LUMO is 8.28 eV.

Geometry (Å):
C (2.123, 1.925, 0.853)
P (-1.654, -2.617, 0.208)
P (0.239, 0.582, -1.268)
P (2.018, 1.646, -1.038)
H (1.458, 1.374, 1.455)
H (1.946, 2.973, 0.906)
H (3.130, 1.706, 1.214)
H (-0.950, -1.828, -0.777)
H (-0.546, -2.684, 0.955)
H (0.398, 0.618, -2.655)
H (-2.232, -1.457, 0.627)

=====

Entry from the Open Molecules 2025 dataset: a cluster of 11 separate species, C21H60F3O13S11 in total (ωB97M-V/def2-TZVPD).

The calculation puts the energy relative to the best compared isomer or geometry (same formula, charge and spin) at 0.0 kcal per mole. As for the net charge: -1. For the HOMO energy, the calculation gives -6.58 eV. The lowest unoccupied orbital energy comes out at 0.05935 Eh. As for the spin multiplicity: 1. The gap between HOMO and LUMO is 8.19 eV.

Geometry (Å):
C (0.591, -1.141, 0.684)
F (-0.302, -1.641, 1.528)
F (1.546, -0.554, 1.417)
F (1.186, -2.111, 0.025)
S (-0.194, 0.086, -0.427)
O (-0.722, 1.087, 0.480)
O (0.851, 0.570, -1.301)
O (-1.202, -0.718, -1.077)
C (3.094, -2.053, 3.658)
S (4.403, -3.223, 3.208)
O (5.677, -2.485, 3.438)
C (4.128, -3.136, 1.437)
H (2.947, -2.240, 4.732)
H (2.167, -2.270, 3.148)
H (3.498, -1.048, 3.599)
H (4.850, -3.783, 0.961)
H (4.150, -2.100, 1.114)
H (3.139, -3.551, 1.256)
C (2.127, 2.099, 3.506)
S (2.211, 3.870, 3.647)
O (3.377, 4.294, 2.843)
C (0.752, 4.196, 2.645)
H (1.894, 1.806, 2.482)
H (1.443, 1.657, 4.227)
H (3.133, 1.724, 3.712)
H (-0.119, 4.061, 3.305)
H (0.695, 3.508, 1.808)
H (0.792, 5.244, 2.372)
C (-0.810, 6.483, -0.243)
S (-2.412, 5.645, -0.365)
O (-2.556, 5.275, -1.793)
C (-1.954, 4.115, 0.455)
H (-0.839, 6.974, 0.731)
H (-0.813, 7.245, -1.018)
H (-0.027, 5.783, -0.470)
H (-1.674, 4.262, 1.489)
H (-1.184, 3.633, -0.139)
H (-2.837, 3.480, 0.367)
C (1.814, 5.155, -4.414)
S (2.253, 4.961, -2.695)
O (2.117, 6.271, -2.033)
C (0.814, 3.973, -2.302)
H (1.745, 4.205, -4.952)
H (2.585, 5.753, -4.892)
H (0.829, 5.627, -4.470)
H (0.671, 3.949, -1.215)
H (0.761, 2.942, -2.636)
H (-0.071, 4.550, -2.627)
C (0.740, -5.532, 0.952)
S (1.881, -6.666, 1.759)
O (3.185, -5.979, 1.964)
C (1.078, -6.615, 3.383)
H (0.986, -5.467, -0.103)
H (0.768, -4.526, 1.371)
H (-0.238, -5.989, 1.080)
H (0.071, -6.195, 3.362)
H (1.684, -5.976, 4.026)
H (1.027, -7.616, 3.807)
C (-3.032, 2.500, 4.216)
S (-3.376, 0.742, 4.286)
O (-4.435, 0.516, 3.267)
C (-1.861, 0.212, 3.477)
H (-3.075, 2.838, 3.180)
H (-2.023, 2.691, 4.599)
H (-3.780, 3.028, 4.800)
H (-1.736, 0.887, 2.619)
H (-2.025, -0.771, 3.057)
H (-0.959, 0.325, 4.072)
C (3.739, 1.503, -1.318)
S (4.229, 1.695, -3.030)
O (5.481, 0.910, -3.191)
C (2.858, 0.761, -3.722)
H (2.860, 2.127, -1.131)
H (4.503, 1.785, -0.602)
H (3.427, 0.473, -1.169)
H (3.097, 0.441, -4.735)
H (2.046, 1.492, -3.785)
H (2.585, -0.099, -3.122)
C (-3.931, -2.607, 0.762)
S (-5.476, -2.312, 1.624)
O (-6.415, -3.393, 1.230)
C (-4.916, -2.676, 3.281)
H (-3.550, -3.612, 0.965)
H (-3.147, -1.900, 1.054)
H (-4.185, -2.417, -0.274)
H (-4.284, -1.864, 3.649)
H (-4.289, -3.577, 3.329)
H (-5.784, -2.760, 3.921)
C (-1.635, 0.787, -6.407)
S (-0.888, 1.943, -5.250)
O (-1.686, 3.178, -5.396)
C (-1.397, 1.032, -3.790)
H (-1.618, 1.308, -7.362)
H (-2.659, 0.615, -6.080)
H (-1.065, -0.132, -6.533)
H (-2.478, 0.921, -3.794)
H (-1.056, 1.529, -2.893)
H (-0.838, 0.098, -3.875)
C (-1.491, -5.659, -3.810)
S (-1.855, -5.702, -2.035)
O (-0.879, -6.687, -1.476)
C (-1.176, -4.038, -1.775)
H (-1.817, -6.601, -4.245)
H (-0.446, -5.459, -4.027)
H (-2.064, -4.838, -4.266)
H (-1.868, -3.348, -2.255)
H (-0.155, -3.990, -2.130)
H (-1.179, -3.766, -0.715)

=====

Entry from the Open Molecules 2025 dataset: a structure of composition C4H13N3 (ωB97M-V/def2-TZVPD).

The calculation puts the energy relative to the best compared isomer or geometry (same formula, charge and spin) at 75.0 kcal per mole. As for the net charge: +2. For the HOMO energy, the calculation gives -17.78 eV. The lowest unoccupied orbital energy comes out at -0.30047 Eh. As for the spin multiplicity: 1. The gap between HOMO and LUMO is 9.60 eV.

Geometry (Å):
C (0.953, 1.340, -1.486)
C (0.184, 0.166, -0.806)
C (0.849, -0.133, 0.532)
N (-1.814, -0.931, 3.272)
C (-1.323, -1.661, 2.272)
N (-0.149, -1.339, 1.695)
N (0.664, 1.406, -3.006)
H (0.585, 2.324, -1.205)
H (2.026, 1.147, -1.389)
H (-0.864, 0.375, -0.700)
H (0.360, -0.784, -1.301)
H (0.552, 0.530, 1.355)
H (1.910, -0.416, 0.604)
H (-2.791, -1.187, 3.433)
H (-1.543, 0.034, 3.412)
H (-1.781, -2.661, 2.058)
H (0.300, -2.227, 1.474)
H (0.767, 0.423, -3.300)
H (1.366, 1.933, -3.563)
H (-0.251, 1.659, -3.351)

=====

Entry from the Open Molecules 2025 dataset: an isolated molecule of C5H12N2O (ωB97M-V/def2-TZVPD).

The calculation puts the energy relative to the best compared isomer or geometry (same formula, charge and spin) at 7.7 kcal per mole. Its SMILES is CC[C@H](C)NC(N)=O. For the HOMO energy, the calculation gives -9.39 eV. The lowest unoccupied orbital energy comes out at 0.02794 Eh. As for the spin multiplicity: 1. The gap between HOMO and LUMO is 10.15 eV.

Geometry (Å):
C (-1.497, 1.576, -0.552)
C (-1.683, 0.225, 0.149)
C (-0.378, -0.505, 0.566)
C (-0.045, -0.332, 2.072)
N (0.757, -0.137, -0.270)
C (1.498, -1.093, -0.901)
N (2.514, -0.619, -1.696)
O (1.335, -2.293, -0.742)
H (-2.439, 2.120, -0.454)
H (-0.646, 2.197, -0.246)
H (-1.279, 1.444, -1.607)
H (-2.201, -0.407, -0.565)
H (-2.201, 0.384, 1.093)
H (-0.464, -1.578, 0.465)
H (1.024, -0.443, 2.207)
H (-0.595, -1.067, 2.649)
H (-0.316, 0.655, 2.461)
H (1.000, 0.822, -0.445)
H (2.635, 0.353, -1.919)
H (2.982, -1.301, -2.264)

=====

Entry from the Open Molecules 2025 dataset: the ion C5H6N with charge +1 (ωB97M-V/def2-TZVPD).

The calculation puts the energy relative to the best compared isomer or geometry (same formula, charge and spin) at 72.9 kcal per mole. As for the net charge: +1. Its expectation value of S² is 2.05. For the HOMO energy (alpha / beta), the calculation gives -13.18 / -15.14 eV. The lowest unoccupied orbital energy (alpha / beta) comes out at -0.15011 / -0.31097 Eh. As for the spin multiplicity: 3. The gap between HOMO and LUMO (alpha / beta) is 9.09 / 6.68 eV.

Geometry (Å):
C (0.859, 0.241, 0.059)
C (0.336, -0.809, -0.435)
C (-0.079, 1.917, 1.415)
C (1.025, 1.360, 0.891)
C (-0.656, -1.318, -1.478)
N (0.064, -2.226, -0.741)
H (-0.055, 2.621, 2.210)
H (-1.012, 1.703, 0.933)
H (1.962, 1.617, 1.053)
H (-1.775, -1.017, -1.209)
H (-0.412, -1.120, -2.533)
H (-0.256, -2.971, -0.167)

=====

Entry from the Open Molecules 2025 dataset: an isolated molecule of C17H22N4O5 (ωB97M-V/def2-TZVPD).

The calculation puts the energy relative to the best compared isomer or geometry (same formula, charge and spin) at 51.0 kcal per mole. Its SMILES is C#CCOC(=O)CNC(=O)[C@H](CCCOC)NC(=O)c1cnc(C)cn1. For the HOMO energy, the calculation gives -9.35 eV. The lowest unoccupied orbital energy comes out at 0.02057 Eh. As for the spin multiplicity: 1. The gap between HOMO and LUMO is 9.91 eV.

Geometry (Å):
C (4.357, 2.272, -4.247)
C (4.650, 1.664, -3.260)
C (5.019, 0.922, -2.058)
O (4.116, 1.190, -0.969)
C (2.958, 0.518, -1.001)
O (2.666, -0.297, -1.836)
C (2.081, 0.904, 0.161)
N (0.840, 0.182, 0.067)
C (-0.251, 0.578, 0.756)
O (-0.217, 1.484, 1.572)
C (-1.544, -0.155, 0.415)
C (-2.091, 0.365, -0.921)
C (-3.386, -0.320, -1.338)
C (-3.885, 0.172, -2.679)
O (-4.164, 1.554, -2.587)
C (-4.636, 2.082, -3.803)
N (-2.462, 0.065, 1.512)
C (-3.254, -0.926, 1.980)
O (-3.404, -2.000, 1.425)
C (-4.023, -0.568, 3.226)
C (-5.358, -0.192, 3.149)
N (-6.057, 0.132, 4.227)
C (-5.426, 0.078, 5.401)
C (-6.210, 0.431, 6.628)
C (-4.084, -0.287, 5.463)
N (-3.375, -0.596, 4.384)
H (4.094, 2.813, -5.124)
H (5.035, -0.147, -2.264)
H (5.994, 1.240, -1.697)
H (2.621, 0.684, 1.087)
H (1.907, 1.981, 0.153)
H (0.780, -0.516, -0.660)
H (-1.360, -1.230, 0.341)
H (-2.252, 1.443, -0.841)
H (-1.333, 0.211, -1.696)
H (-3.240, -1.402, -1.387)
H (-4.159, -0.143, -0.588)
H (-3.129, -0.002, -3.460)
H (-4.792, -0.374, -2.971)
H (-4.828, 3.142, -3.649)
H (-3.895, 1.964, -4.602)
H (-5.566, 1.591, -4.116)
H (-2.243, 0.854, 2.106)
H (-5.868, -0.157, 2.193)
H (-5.592, 0.385, 7.523)
H (-6.621, 1.436, 6.532)
H (-7.049, -0.255, 6.744)
H (-3.565, -0.317, 6.415)

=====

Entry from the Open Molecules 2025 dataset: a cluster of 12 separate species, C4H35N3O11 in total (ωB97M-V/def2-TZVPD).

The calculation puts the energy relative to the best compared isomer or geometry (same formula, charge and spin) at 0.0 kcal per mole. As for the net charge: +2. For the HOMO energy, the calculation gives -14.49 eV. The lowest unoccupied orbital energy comes out at -0.17900 Eh. As for the spin multiplicity: 1. The gap between HOMO and LUMO is 9.62 eV.

Geometry (Å):
C (0.416, 0.316, -2.310)
C (0.161, -1.155, -1.913)
C (1.039, -1.726, -0.772)
C (0.592, -2.843, -0.164)
N (1.316, -3.598, 0.844)
N (2.315, -1.243, -0.571)
N (-0.740, 1.212, -2.022)
H (1.160, 0.766, -1.652)
H (0.765, 0.392, -3.330)
H (0.471, -1.746, -2.786)
H (-0.834, -1.514, -1.687)
H (-0.264, -3.352, -0.588)
H (0.715, -4.218, 1.378)
H (2.054, -4.160, 0.401)
H (1.893, -3.055, 1.637)
H (2.665, -1.331, 0.375)
H (2.468, -0.309, -0.886)
H (-1.511, 0.906, -2.678)
H (-0.594, 2.199, -2.230)
H (-1.067, 1.227, -1.045)
H (1.191, -0.126, 2.758)
H (1.863, -0.167, 4.072)
O (2.065, -0.254, 3.130)
H (4.577, 1.076, 1.562)
H (3.062, 0.937, 2.007)
O (3.660, 0.983, 1.240)
H (1.290, 3.141, -0.968)
H (0.266, 3.373, 0.238)
O (0.356, 3.184, -0.696)
H (2.856, -1.561, 2.692)
H (3.612, -3.040, 3.000)
O (3.094, -2.493, 2.391)
H (-2.469, 0.150, 0.245)
H (-2.085, 0.866, 1.490)
O (-1.675, 0.524, 0.670)
H (3.248, 2.080, -0.024)
H (3.673, 3.285, -0.912)
O (3.050, 2.543, -0.876)
H (-3.097, 4.458, -2.154)
H (-1.626, 4.939, -2.262)
O (-2.197, 4.181, -2.387)
H (-4.170, 0.222, 3.195)
H (-3.974, -1.130, 4.068)
O (-3.694, -0.606, 3.320)
H (-3.459, 0.774, -3.875)
H (-2.717, -0.555, -4.143)
O (-2.719, 0.242, -3.602)
H (-1.471, -1.669, 3.263)
H (-0.829, -1.205, 1.808)
O (-0.699, -1.427, 2.744)
H (-5.058, -0.090, -0.045)
H (-4.615, 0.262, -1.430)
O (-4.329, 0.337, -0.520)

=====

Entry from the Open Molecules 2025 dataset: an isolated molecule of C6H8 (ωB97M-V/def2-TZVPD).

The calculation puts the energy relative to the best compared isomer or geometry (same formula, charge and spin) at 122.7 kcal per mole. For the HOMO energy, the calculation gives -8.25 eV. The lowest unoccupied orbital energy comes out at 0.01979 Eh. As for the spin multiplicity: 1. The gap between HOMO and LUMO is 8.78 eV.

Geometry (Å):
C (-0.143, 1.552, -0.566)
C (-0.495, 0.297, -0.308)
C (1.701, -0.044, 0.965)
C (1.845, 0.499, -0.433)
C (0.723, -0.467, -0.247)
C (-2.016, -0.234, 0.071)
H (-0.647, 2.539, -0.558)
H (2.476, -0.787, 1.482)
H (1.293, 0.656, 1.712)
H (2.609, 0.778, -1.217)
H (0.820, -1.487, -0.666)
H (-1.994, -0.348, 1.208)
H (-2.115, -1.220, -0.442)
H (-2.810, 0.481, -0.349)

=====

Question: Among the records above, which one has the highest spin multiplicity?
Answer: C5H6N